Record 1
This record from OMol25 describes a 11-piece molecular cluster, C38H63F12N5O14 overall at a distorted geometry. The level of theory is the ωB97M-V functional and the def2-TZVPD basis.

Results
Frontier orbital gap: 8.86 eV
SMILES: CCOC(=O)C(F)(F)F.CCOC(=O)C(F)(F)F.CCOC(=O)C(F)(F)F.CCOC(=O)C(F)(F)F.COCCOCCOC.COCCOCCOC.CC#N.CC#N.CC#N.CC#N.CC#N
Energy: -4011.0492 Eh

Structure (ORCA input):
```
! RIJCOSX wB97M-V def2-TZVPD def2/J DEFGRID3
* xyz 0 1
C 2.4224 2.0621 7.5861
C 1.2341 1.6964 6.7886
N 0.3340 1.3854 6.1147
H 3.3292 1.8003 7.0408
H 2.4687 1.5066 8.5228
H 2.4076 3.1426 7.7285
C -3.0596 -1.7928 -3.1189
C -2.6346 -2.1018 -4.4891
N -2.3687 -2.3452 -5.5698
H -3.0419 -0.7084 -3.0104
H -2.2770 -2.3455 -2.5990
H -4.0475 -2.2395 -3.0067
C 4.2400 1.4363 0.5818
C 3.4103 2.2281 1.4993
N 2.7442 2.8330 2.2059
H 3.9439 1.7574 -0.4168
H 4.0006 0.3840 0.7345
H 5.3068 1.6185 0.7114
C -5.4471 -0.3720 -0.6560
C -5.6540 -1.7972 -0.9943
N -5.7070 -2.9110 -1.2872
H -5.2548 -0.2439 0.4093
H -6.3422 0.1830 -0.9366
H -4.5813 0.0060 -1.1998
C -0.7650 4.5676 5.2732
C -1.9187 4.9822 4.4968
N -2.8452 5.2976 3.8347
H 0.1055 4.4410 4.6295
H -0.8660 3.6577 5.8649
H -0.6086 5.4942 5.8256
C -3.1191 -6.5224 -2.9974
O -2.1410 -5.4941 -3.0034
C -0.7871 -5.8019 -3.2563
C 0.1393 -4.6322 -2.8832
O 0.3183 -4.5372 -1.4527
C 1.4830 -3.7843 -1.0203
C 1.8130 -4.0422 0.4871
O 0.7926 -3.9782 1.5018
C 0.1193 -2.7419 1.5922
H -2.7769 -7.4379 -2.5149
H -3.3579 -6.8584 -4.0065
H -3.9965 -6.1146 -2.4955
H -0.7495 -6.0041 -4.3267
H -0.4121 -6.6498 -2.6832
H -0.3355 -3.7130 -3.2263
H 1.1266 -4.6415 -3.3450
H 1.1859 -2.7384 -1.0969
H 2.4333 -3.9254 -1.5352
H 2.6164 -3.3901 0.8300
H 2.2687 -5.0321 0.5100
H -0.2013 -2.4591 0.5895
H 0.7602 -1.9233 1.9196
H -0.7002 -2.8233 2.3063
C 2.9154 -0.6287 -5.5897
O 1.5606 -1.1953 -5.7555
C 0.5006 -0.3065 -5.9770
C 0.3702 0.1577 -7.5120
O 0.2604 -0.8335 -8.5613
C -0.7544 -1.8956 -8.3532
C -0.8669 -2.6924 -9.5818
O -1.5757 -2.0112 -10.6794
C -1.7788 -2.8749 -11.7521
H 3.2526 -0.1724 -6.5204
H 3.5521 -1.4061 -5.1674
H 2.7381 0.1595 -4.8580
H 0.6677 0.5232 -5.2902
H -0.4064 -0.8612 -5.7365
H 1.1573 0.8940 -7.6741
H -0.5796 0.6886 -7.5773
H -1.7847 -1.5643 -8.2230
H -0.3874 -2.5230 -7.5410
H -1.3461 -3.6352 -9.3178
H 0.1424 -2.8376 -9.9669
H -2.2980 -2.2374 -12.4678
H -2.3892 -3.7489 -11.5250
H -0.8659 -3.2156 -12.2404
C -0.3132 1.5696 2.7588
C -1.0186 0.7103 1.7182
O -0.2946 0.6107 0.5448
C -0.8464 0.2949 -0.6933
O -2.0402 -0.0184 -0.7938
C 0.2092 0.3940 -1.8611
F -0.0016 1.4447 -2.7032
F 1.4205 0.6301 -1.3031
F 0.2575 -0.7395 -2.5343
H -0.9001 1.7031 3.6676
H -0.0813 2.5291 2.2965
H 0.6624 1.1830 3.0534
H -1.9800 1.1856 1.5238
H -1.2710 -0.2674 2.1287
C 6.4179 0.8781 6.9272
C 5.3696 -0.2536 6.7353
O 5.1057 -0.3033 5.3709
C 3.9635 -0.9162 4.9677
O 3.1432 -1.3753 5.7423
C 3.7972 -1.0922 3.4174
F 3.7760 -2.4368 3.1248
F 2.6677 -0.5323 2.9750
F 4.7218 -0.4589 2.7222
H 5.9842 1.8194 6.5896
H 7.3141 0.6437 6.3528
H 6.6910 0.9868 7.9768
H 4.5098 -0.1018 7.3879
H 5.9030 -1.1804 6.9462
C 3.3318 7.1020 0.5215
C 2.8304 5.6321 0.4109
O 1.4248 5.6268 0.4504
C 0.7452 4.7214 -0.3833
O 1.2725 3.9355 -1.1534
C -0.7696 4.8050 -0.1948
F -1.1717 5.8729 -0.8054
F -1.4209 3.6900 -0.5994
F -1.0937 4.9015 1.0830
H 4.4109 7.1622 0.6628
H 2.8575 7.5258 1.4066
H 3.0020 7.6228 -0.3775
H 3.2353 5.0698 1.2523
H 3.1890 5.1437 -0.4951
C -4.2478 3.2481 6.2876
C -5.2216 2.0459 6.6258
O -5.2432 1.0824 5.5786
C -4.1944 0.1781 5.4825
O -3.2933 0.1091 6.3409
C -4.2542 -0.6138 4.1600
F -3.4157 -0.0737 3.3435
F -3.8641 -1.8947 4.4362
F -5.4251 -0.6561 3.5271
H -3.2229 2.8797 6.2437
H -4.2671 4.0809 6.9905
H -4.3487 3.6662 5.2860
H -6.1856 2.5382 6.7543
H -4.9185 1.5305 7.5372
*
```

---

Record 2
This record from OMol25 describes C38H63IN3O4PtSSbSe as an isolated structure. The level of theory is the ωB97M-V functional and the def2-TZVPD basis.

Results
Frontier orbital gap: 6.85 eV
Energy: -5407.8781 Eh

Structure (ORCA input):
```
! RIJCOSX wB97M-V def2-TZVPD def2/J DEFGRID3
* xyz 0 1
Pt -0.5808 0.0533 0.3489
C -4.1668 2.3566 -4.6801
C -3.8587 1.9363 -3.2467
C -2.5535 1.1559 -3.1198
C -2.6871 -0.2810 -3.6033
N -1.4295 -1.0096 -3.4785
C -1.0323 -1.7263 -2.4076
Se -1.9674 -1.8012 -0.7906
N 0.1548 -2.2983 -2.7078
C 0.8389 -3.3312 -1.9374
C 0.6503 -4.7108 -2.5586
C -0.7699 -5.2525 -2.4133
C -1.1287 -5.6062 -0.9742
C 0.5593 -1.8801 -3.9676
C 1.7168 -2.1211 -4.6937
C 1.8294 -1.4866 -5.9186
C 0.8208 -0.6439 -6.4020
C -0.3355 -0.4091 -5.6785
C -0.4455 -1.0485 -4.4524
H -5.1272 2.8675 -4.7488
H -4.2064 1.5039 -5.3613
H -3.4007 3.0427 -5.0445
H -4.6827 1.3377 -2.8457
H -3.7690 2.8248 -2.6200
H -2.2294 1.1427 -2.0777
H -1.7717 1.6670 -3.6900
H -2.9765 -0.3386 -4.6546
H -3.4334 -0.8195 -3.0179
H 0.4376 -3.2969 -0.9248
H 1.8967 -3.0662 -1.8885
H 1.3523 -5.3919 -2.0698
H 0.9299 -4.6676 -3.6143
H -0.8675 -6.1399 -3.0427
H -1.4832 -4.5196 -2.8040
H -0.3841 -6.2792 -0.5453
H -2.0960 -6.1053 -0.9257
H -1.1890 -4.7197 -0.3423
H 2.4995 -2.7648 -4.3186
H 2.7201 -1.6380 -6.5115
H 0.9511 -0.1606 -7.3597
H -1.1050 0.2567 -6.0425
C -1.0925 -1.5410 4.9251
C -0.5040 -0.1321 4.9107
C -1.0810 0.6336 6.0954
C 1.0188 -0.1989 5.0277
Sb -0.9185 0.8278 2.9491
C 0.0636 2.8023 3.0856
C 1.4694 2.5590 2.5367
C -0.6770 3.7852 2.1890
C 0.1396 3.3856 4.4916
C -3.1107 1.1496 2.8571
C -3.7479 -0.2371 2.8246
C -3.6547 1.9702 4.0217
C -3.4498 1.8559 1.5476
H -0.7302 -2.0583 5.8202
H -0.8054 -2.1308 4.0608
H -2.1783 -1.5240 4.9840
H -0.8098 0.0913 7.0083
H -2.1650 0.6845 6.0657
H -0.6913 1.6421 6.1882
H 1.2801 -0.7043 5.9637
H 1.4758 0.7898 5.0535
H 1.4668 -0.7643 4.2112
H 1.4323 2.2093 1.5038
H 2.0266 1.8228 3.1201
H 2.0342 3.4974 2.5520
H -0.8565 3.3915 1.1912
H -0.0678 4.6908 2.0905
H -1.6312 4.0818 2.6260
H 0.7664 2.7986 5.1611
H -0.8456 3.4943 4.9461
H 0.5809 4.3862 4.4307
H -3.5953 -0.7945 3.7454
H -3.3607 -0.8363 1.9962
H -4.8277 -0.1298 2.6789
H -3.6536 1.4182 4.9579
H -4.6943 2.2407 3.8103
H -3.1024 2.8998 4.1699
H -3.0709 1.3353 0.6669
H -3.0835 2.8762 1.4987
H -4.5419 1.8858 1.4588
C 5.1922 -2.1662 2.4524
C 4.8089 -1.2280 1.3438
C 4.6749 0.1349 1.5886
C 4.3484 1.0175 0.5707
C 4.1464 0.5279 -0.7108
C 4.2492 -0.8302 -0.9757
C 4.5766 -1.6975 0.0528
S 3.8918 1.6696 -2.0351
O 4.9531 1.5146 -2.9908
O 3.6553 2.9474 -1.4272
N 2.5746 1.0893 -2.8174
C 1.1767 1.2939 -2.4142
C 0.8485 2.5668 -1.6423
C -0.6649 2.6488 -1.4656
O -1.3205 3.3023 -2.2615
O -1.1618 1.9932 -0.4741
H 6.0662 -1.7952 2.9884
H 5.4195 -3.1596 2.0701
H 4.3778 -2.2636 3.1705
H 4.8392 0.5129 2.5903
H 4.2563 2.0783 0.7534
H 4.0885 -1.1911 -1.9830
H 4.6688 -2.7576 -0.1469
H 2.7549 1.1877 -3.8061
H 0.8523 0.4252 -1.8233
H 0.6049 1.2754 -3.3462
H 1.1806 3.4475 -2.1868
H 1.3388 2.5464 -0.6700
I 1.0216 -2.8379 1.9128
C 1.0003 -1.0852 0.6514
H 1.2980 -1.4989 -0.3103
H 1.7958 -0.4542 1.0521
*
```

---

Record 3
This record from OMol25 describes a 3-piece molecular cluster, C38H64N6O9 overall at a distorted geometry. The level of theory is the ωB97M-V functional and the def2-TZVPD basis.

Results
Frontier orbital gap: 7.38 eV
SMILES: CNCc1c2c(c(CCC(N)=O)c(COC)c1-c1ccncc1)C(=O)N(CCCCCOC)C2=O.COCCNCCOC.COCCNCCOC
Energy: -2491.5292 Eh

Structure (ORCA input):
```
! RIJCOSX wB97M-V def2-TZVPD def2/J DEFGRID3
* xyz 0 1
C 1.1536 -5.8696 1.5994
N 1.1400 -4.6635 0.7232
C 2.0277 -3.5693 1.2293
C 1.2693 -2.1683 1.2917
C -0.0945 -2.0872 2.0074
C -0.8897 -0.7486 2.0511
C -0.3914 0.5792 1.4507
C -1.2760 1.8991 1.5644
C -1.5299 2.4158 3.0563
C -0.3280 3.2790 3.6725
N -0.1011 3.1292 5.1389
O 0.3890 4.0812 3.0342
C 0.9983 0.5166 0.7145
C 1.6076 1.8204 0.0164
O 2.1633 2.7938 0.9326
C 2.6708 2.1827 2.1409
C 1.7906 -0.8427 0.6351
C 3.1573 -0.8624 -0.1585
C 3.2074 -0.9918 -1.6914
C 4.5445 -0.9658 -2.4028
N 5.8728 -0.8772 -1.9099
C 5.7749 -0.8048 -0.4957
C 4.5754 -0.7683 0.4292
C -2.2216 -1.1486 2.8255
O -3.0520 -0.4876 3.4755
N -2.3475 -2.6111 2.5716
C -2.6449 -3.0218 1.1618
C -4.1788 -3.5425 0.9542
C -4.9081 -2.7650 -0.2473
C -6.2859 -2.1326 0.3722
C -6.5546 -0.7769 -0.4469
O -7.9448 -0.4156 -0.2784
C -8.1145 0.7888 0.5083
C -0.9701 -3.1630 2.7945
O -0.6697 -4.1645 3.4649
H 1.5432 -5.6891 2.6570
H 0.0527 -6.2097 1.7043
H 1.6958 -6.7723 1.1324
H 0.1904 -4.3290 0.5251
H 2.8707 -3.4514 0.4537
H 2.5227 -3.8141 2.2353
H -2.2455 1.7515 0.9561
H -0.7173 2.7498 1.0175
H -2.4599 3.1023 3.0101
H -1.7801 1.6031 3.8137
H 0.8132 2.6810 5.3122
H -0.7896 2.4342 5.4961
H 2.3906 1.6041 -0.7840
H 0.7300 2.3371 -0.5282
H 3.3412 2.9642 2.6621
H 1.8470 1.9391 2.9130
H 3.3278 1.2670 1.9580
H 2.2407 -1.1039 -2.2854
H 4.4889 -1.0301 -3.5535
H 6.8009 -0.7666 0.0307
H 4.7194 -0.6733 1.5558
H -2.4859 -2.2080 0.3771
H -1.9027 -3.8693 0.8977
H -4.0905 -4.6504 0.6689
H -4.7371 -3.4907 1.9463
H -5.1260 -3.4698 -1.1175
H -4.3261 -1.8714 -0.6587
H -6.0541 -1.8504 1.4527
H -7.0970 -2.9229 0.2571
H -5.8076 0.0109 -0.0959
H -6.2851 -1.0077 -1.5481
H -8.9531 0.5630 1.2697
H -7.2032 1.0901 1.1238
H -8.4861 1.6202 -0.1983
C 3.6027 5.7666 0.9100
O 3.7563 7.0620 1.4699
C 3.7998 7.0651 2.8972
C 5.2024 7.3882 3.4060
N 6.1313 6.2859 3.1467
C 7.5439 6.6381 3.3184
C 8.1214 7.7613 2.4388
O 8.2236 7.4329 1.0588
C 7.0154 7.5763 0.3280
H 3.3762 5.8817 -0.1517
H 4.5305 5.1910 0.9947
H 2.7841 5.2204 1.3839
H 3.4176 6.1307 3.3219
H 3.1245 7.8663 3.2216
H 5.1642 7.5765 4.4829
H 5.5266 8.3075 2.9076
H 6.0012 5.9568 2.1975
H 8.1157 5.7286 3.1118
H 7.7178 6.8851 4.3714
H 9.1507 7.9304 2.7742
H 7.6045 8.7174 2.5765
H 6.4034 8.4085 0.6866
H 6.4489 6.6438 0.3493
H 7.2713 7.7688 -0.7161
C -0.8907 -4.7116 -5.9193
O -1.9092 -3.8811 -6.4544
C -2.8039 -4.5662 -7.3329
C -4.1809 -4.7365 -6.6959
N -4.1450 -5.7050 -5.5981
C -5.3375 -5.6907 -4.7458
C -5.6867 -4.3834 -4.0128
O -4.7712 -4.0240 -2.9833
C -3.5965 -3.3727 -3.4420
H -0.1513 -4.0700 -5.4362
H -1.2948 -5.3887 -5.1602
H -0.3930 -5.2890 -6.7022
H -2.3925 -5.5216 -7.6750
H -2.9126 -3.9269 -8.2175
H -4.8913 -5.0814 -7.4527
H -4.5028 -3.7502 -6.3463
H -3.3381 -5.5181 -5.0151
H -5.1839 -6.4646 -3.9880
H -6.1996 -6.0047 -5.3439
H -6.6439 -4.5490 -3.5057
H -5.8556 -3.5444 -4.6965
H -3.7817 -2.7331 -4.3091
H -2.8203 -4.1071 -3.6630
H -3.2182 -2.7450 -2.6318
*
```